1.
2 unconnected molecules or ions with the total composition C10H16S in a non-equilibrium geometry, computed with ωB97M-V with the def2-TZVPD basis set.

ORCA input file:
```
! wB97M-V def2-TZVPD RIJCOSX def2/J DEFGRID3
* xyz 0 1
C 2.600 2.522 0.112
C 2.027 1.432 1.012
C 0.643 1.422 1.137
C 0.071 0.373 1.809
C 0.785 -0.591 2.504
C 2.198 -0.524 2.402
C 2.820 0.448 1.622
H 3.708 2.738 0.077
H 2.114 3.458 0.464
H 2.330 2.278 -0.899
H 0.051 2.254 0.746
H -1.028 0.451 1.842
H 0.242 -1.243 3.169
H 2.786 -1.327 2.874
H 3.847 0.444 1.490
C -1.431 -2.139 -0.388
C -1.430 -2.035 -1.879
S -2.310 -0.638 -2.672
C -2.305 0.723 -1.434
H -0.512 -1.642 0.014
H -1.420 -3.181 -0.097
H -2.274 -1.574 0.079
H -0.426 -2.267 -2.241
H -1.948 -2.865 -2.419
H -1.366 1.220 -1.563
H -3.060 1.403 -1.678
H -2.477 0.182 -0.509
*
```

HOMO level: -8.3 eV
Structure (SMILES): Cc1ccccc1.CCSC
Energy relative to the best compared isomer or geometry (same formula, charge and spin): 24.8 kcal per mole
LUMO energy: 0.87 eV
Total energy: -21463.7748 eV
HOMO-LUMO gap: 9.144 eV

Mulliken atomic charge list, values in e, 4 entries: number 1, C, carries -1.342; number 2, C, carries 0.997; number 3, C, carries -0.576; number 4, C, carries -0.184

=====

2.
C10H17BN2O in the gas phase in a non-equilibrium geometry, computed with ωB97M-V with the def2-TZVPD basis set.

ORCA input file:
```
! wB97M-V def2-TZVPD RIJCOSX def2/J DEFGRID3
* xyz 0 1
C 2.357 -0.643 -1.391
C 2.458 0.337 -0.145
C 2.965 1.744 -0.622
C 3.421 -0.281 0.928
O 1.228 0.586 0.286
B 0.220 -0.572 0.792
N 0.658 -1.554 1.741
C -1.227 -0.326 0.212
C -2.147 -1.327 0.286
C -3.480 -1.020 0.020
C -3.870 0.335 -0.323
N -5.187 0.646 -0.413
C -2.864 1.284 -0.334
C -1.544 0.974 -0.033
H 2.029 -1.626 -1.127
H 1.848 -0.240 -2.217
H 3.371 -0.834 -1.654
H 2.023 2.210 -1.142
H 3.884 1.841 -1.222
H 2.926 2.312 0.266
H 4.458 0.082 0.757
H 3.178 -0.197 1.976
H 3.317 -1.332 0.496
H 0.090 -2.343 1.824
H 1.564 -1.560 2.103
H -1.853 -2.316 0.460
H -4.252 -1.777 0.058
H -5.968 0.031 -0.226
H -5.587 1.603 -0.544
H -3.204 2.250 -0.736
H -0.813 1.714 -0.073
*
```

HOMO level: -7.8 eV
Structure (SMILES): CC(C)(C)OB(N)c1ccc(N)cc1
Energy relative to the best compared isomer or geometry (same formula, charge and spin): 0.0 kcal per mole
LUMO energy: 0.67 eV
Total energy: -16350.5365 eV
HOMO-LUMO gap: 8.466 eV

Mulliken atomic charge list, values in e, 4 entries: number 1, C, carries -1.942; number 2, C, carries 1.627; number 3, C, carries -1.510; number 4, C, carries -1.610

=====

3.
A molecular structure, C10H17Cl2GaN in a non-equilibrium geometry, computed with ωB97M-V with the def2-TZVPD basis set.

ORCA input file:
```
! wB97M-V def2-TZVPD RIJCOSX def2/J DEFGRID3
* xyz -1 1
Ga 3.012 -0.307 -0.604
Cl 1.710 -2.019 -0.616
Cl 2.901 1.650 0.303
C 4.724 -0.881 -0.391
H 5.470 -0.253 0.113
H 5.046 -1.847 -0.796
C -0.830 1.195 -0.981
C 0.202 0.834 -1.664
H -0.718 1.852 -0.113
C 0.129 -0.134 -2.806
H 1.180 1.295 -1.485
C -1.292 -0.226 -3.393
H 0.857 0.104 -3.593
H 0.404 -1.137 -2.442
C -2.346 -0.375 -2.294
H -1.483 0.705 -3.947
H -1.351 -1.057 -4.107
C -2.240 0.745 -1.243
H -3.342 -0.353 -2.752
H -2.216 -1.343 -1.794
H -2.842 1.599 -1.595
H -2.705 0.415 -0.305
C 0.039 0.265 4.886
C -1.044 -0.318 3.965
C -0.644 -0.279 2.562
N -0.332 -0.275 1.443
H 1.023 -0.147 4.640
H -0.163 0.053 5.939
H 0.085 1.350 4.758
H -1.259 -1.362 4.235
H -1.977 0.253 4.078
*
```

HOMO level (alpha / beta): -2.3 / -2.3 eV
Energy relative to the best compared isomer or geometry (same formula, charge and spin): 11.6 kcal per mole
LUMO energy (alpha / beta): 2.71 / 2.71 eV
Total energy: -89557.7097 eV
HOMO-LUMO gap (alpha / beta): 4.966 / 4.968 eV

Mulliken atomic charge list, values in e, 4 entries: number 1, Ga, carries 0.140; number 2, Cl, carries -0.397; number 3, Cl, carries -0.417; number 4, C, carries -0.656

=====

4.
A molecular structure, C10H17Cl3IrO6 in a non-equilibrium geometry, computed with ωB97M-V with the def2-TZVPD basis set.

ORCA input file:
```
! wB97M-V def2-TZVPD RIJCOSX def2/J DEFGRID3
* xyz -2 6
C -0.594 -0.074 -1.538
C -1.626 -0.298 -0.563
C -1.214 -1.348 0.288
C -2.960 0.347 -0.526
C 0.070 -1.776 -0.120
C 0.463 -0.996 -1.260
C 1.681 -1.210 -2.082
C -0.669 0.854 -2.694
C -2.011 -1.935 1.390
C 0.801 -2.931 0.453
Ir 0.409 0.557 0.414
Cl -3.581 3.081 2.604
Cl -0.890 2.562 0.337
O 2.172 -0.095 1.174
H -2.985 1.258 -1.109
H -3.255 0.598 0.489
H -3.702 -0.343 -0.933
H -2.616 -1.185 1.889
H -1.378 -2.401 2.138
H -2.681 -2.699 0.990
H 0.752 -2.937 1.538
H 1.846 -2.927 0.172
H 0.350 -3.857 0.089
H 2.523 -1.522 -1.472
H 1.968 -0.304 -2.607
H 1.496 -1.984 -2.829
H -1.189 1.770 -2.432
H -1.199 0.381 -3.522
H 0.321 1.134 -3.042
H 2.148 -0.224 2.132
O 1.672 1.718 -0.460
H 2.577 1.383 -0.360
O 2.827 4.148 1.345
Cl 2.277 3.102 2.306
O 3.429 2.439 3.049
O 1.346 3.773 3.308
O 1.424 1.940 1.442
*
```

HOMO level (alpha / beta): -0.9 / -1.1 eV
Energy relative to the best compared isomer or geometry (same formula, charge and spin): 56.6 kcal per mole
LUMO energy (alpha / beta): 4.52 / 3.58 eV
Total energy: -63322.1594 eV
HOMO-LUMO gap (alpha / beta): 5.440 / 4.667 eV

Mulliken atomic charge list, values in e, 4 entries: number 1, C, carries 0.604; number 2, C, carries 0.591; number 3, C, carries 0.558; number 4, C, carries -1.493

=====

5.
A molecular structure, C10H17Cl4Mg2O6 in a non-equilibrium geometry, computed with ωB97M-V with the def2-TZVPD basis set.

ORCA input file:
```
! wB97M-V def2-TZVPD RIJCOSX def2/J DEFGRID3
* xyz 2 2
Mg -2.282 -3.410 1.271
Mg 0.844 -1.818 -0.341
C 3.473 -0.652 2.043
C 2.468 -1.722 2.471
O 2.441 -2.293 3.588
O 1.536 -2.110 1.652
H 3.019 -0.135 1.197
H 4.360 -1.170 1.678
H 3.767 0.014 2.854
C -0.729 -5.214 -2.276
C -0.742 -4.450 -0.992
O -1.830 -4.365 -0.325
O 0.194 -3.723 -0.528
H -1.217 -4.806 -3.161
H -1.258 -6.159 -2.149
H 0.269 -5.570 -2.531
C -2.491 0.481 -0.135
C -2.115 -0.899 0.301
O -0.946 -1.232 0.239
O -2.932 -1.765 0.561
H -1.786 1.240 0.206
H -3.387 0.715 0.440
H -2.637 0.553 -1.213
Cl 0.010 0.657 3.517
C -0.316 2.430 3.294
C 0.424 3.114 2.141
Cl 2.163 2.791 2.397
H -0.135 2.904 4.259
H -1.384 2.562 3.122
H 0.200 4.167 2.313
H 0.200 2.754 1.137
Cl 1.254 2.883 -5.022
C -0.015 3.671 -4.093
C 0.192 3.191 -2.667
Cl -1.331 3.328 -1.707
H -0.993 3.409 -4.497
H 0.200 4.724 -4.275
H 1.030 3.754 -2.257
H 0.480 2.151 -2.511
*
```

HOMO level (alpha / beta): -15.0 / -15.0 eV
Energy relative to the best compared isomer or geometry (same formula, charge and spin): 9.4 kcal per mole
LUMO energy (alpha / beta): -8.13 / -10.15 eV
Total energy: -83897.6912 eV
HOMO-LUMO gap (alpha / beta): 6.832 / 4.804 eV

Mulliken atomic charge list, values in e, 4 entries: number 1, Mg, carries 0.827; number 2, Mg, carries 0.974; number 3, C, carries -0.911; number 4, C, carries 0.899

=====

6.
A molecular structure, C10H17Cl4MgO6 in a non-equilibrium geometry, computed with ωB97M-V with the def2-TZVPD basis set.

ORCA input file:
```
! wB97M-V def2-TZVPD RIJCOSX def2/J DEFGRID3
* xyz -1 1
Mg 3.471 17.524 1.335
C 3.913 20.503 -1.076
C 3.651 19.377 -0.131
O 3.713 19.518 1.130
O 3.347 18.211 -0.507
H 3.822 20.200 -2.116
H 4.930 20.848 -0.888
H 3.194 21.295 -0.866
C 1.910 13.879 3.083
C 2.820 14.648 2.133
O 2.553 15.878 1.849
O 3.831 14.084 1.720
H 2.574 13.426 3.820
H 1.389 13.105 2.522
H 1.209 14.501 3.643
C 7.015 18.375 1.976
C 6.633 17.060 1.335
O 5.380 16.761 1.277
O 7.476 16.229 0.960
H 7.146 18.285 3.055
H 6.289 19.153 1.729
H 7.961 18.800 1.629
Cl 0.859 18.456 2.040
C -0.600 17.463 2.239
C -1.832 18.365 2.173
Cl -1.961 19.204 0.615
H -0.542 16.856 3.141
H -0.592 16.753 1.412
H -1.608 19.130 2.916
H -2.754 17.834 2.389
Cl 3.765 17.752 4.062
C 3.127 17.253 5.678
C 1.601 17.350 5.712
Cl 1.059 19.054 5.415
H 3.517 17.928 6.435
H 3.404 16.222 5.886
H 1.278 17.066 6.713
H 1.105 16.711 4.986
*
```

HOMO level: -4.9 eV
Energy relative to the best compared isomer or geometry (same formula, charge and spin): 0.0 kcal per mole
LUMO energy: 2.35 eV
Total energy: -78472.4613 eV
HOMO-LUMO gap: 7.197 eV

Mulliken atomic charge list, values in e, 4 entries: number 1, Mg, carries 1.455; number 2, C, carries -1.194; number 3, C, carries 1.338; number 4, O, carries -0.775